Record 1
Below is a 5-piece molecular cluster, C8H24BrO4 overall, with properties calculated with wB97M-V/def2-TZVPD.

**Energy above the lowest of the compared OMol25 structures with the same formula, charge and spin**: 46.98 kcal per mole
**Charge**: -1
**Highest occupied orbital energy**: -3.872 eV

Each line ends with the Mulliken charge.
Geometry (Å):
Br: 10.0221 20.5027 -4.3199  -0.969
C: 12.1015 13.8966 -5.6184  -0.841
C: 10.8760 14.1839 -4.7520  -0.298
O: 10.4344 15.4651 -5.0090  -0.467
H: 12.9405 14.5380 -5.3486  0.231
H: 11.9168 14.0462 -6.6821  0.259
H: 12.3891 12.8479 -5.5426  0.311
H: 11.0061 14.0334 -3.6802  0.266
H: 10.0129 13.6448 -5.1424  0.254
H: 11.1201 16.0088 -4.6143  0.286
C: 16.0474 16.1000 -2.7383  -1.096
C: 15.0015 17.0914 -2.1754  -0.180
O: 13.9406 17.2032 -3.1094  -0.516
H: 16.2234 16.1530 -3.8126  0.310
H: 15.7066 15.0700 -2.6334  0.275
H: 17.0117 16.1535 -2.2330  0.341
H: 15.4369 18.0826 -2.0491  0.307
H: 14.5957 16.7292 -1.2308  0.254
H: 13.4549 17.9886 -2.8473  0.298
C: 8.4005 25.9950 -3.1280  -0.922
C: 7.5227 25.2271 -4.1370  -0.284
O: 7.2114 23.9788 -3.6119  -0.508
H: 7.9461 26.0889 -2.1417  0.260
H: 8.5348 27.0438 -3.3928  0.324
H: 9.3118 25.4203 -2.9626  0.268
H: 8.0544 25.1413 -5.0846  0.263
H: 6.6052 25.7801 -4.3383  0.274
H: 7.9539 23.4255 -3.8651  0.306
C: 16.6440 21.2638 -7.3203  -1.117
C: 15.5352 20.5940 -6.5460  -0.073
O: 14.8676 21.5624 -5.7710  -0.530
H: 16.1597 22.0191 -7.9392  0.277
H: 17.2028 20.5419 -7.9159  0.338
H: 17.3802 21.8191 -6.7391  0.296
H: 16.0355 19.8407 -5.9375  0.163
H: 14.8553 20.0535 -7.2045  0.314
H: 13.9761 21.2296 -5.6443  0.327

---

Record 2
Below is a 26-piece molecular cluster, H52O26 overall, with properties calculated with wB97M-V/def2-TZVPD.

**Energy above the lowest of the compared OMol25 structures with the same formula, charge and spin**: 67.05 kcal per mole
**Highest occupied orbital energy**: -9.799 eV

Each line ends with the Mulliken charge.
Geometry (Å):
O: 12.4108 -20.1904 -4.4655  -0.670
H: 12.0305 -19.9963 -3.6089  0.376
H: 13.1020 -19.5373 -4.5749  0.285
O: 7.9136 -14.7295 -1.8598  -0.716
H: 6.9947 -14.7749 -1.5955  0.270
H: 7.9867 -13.9003 -2.3323  0.312
O: 8.6371 -19.9851 0.1508  -0.656
H: 8.7994 -19.5115 0.9666  0.276
H: 8.9193 -19.3821 -0.5370  0.450
O: 8.3246 -12.2737 -3.4695  -0.698
H: 9.0302 -12.1569 -2.8333  0.284
H: 7.7319 -11.5397 -3.3079  0.323
O: 13.5719 -16.7715 -2.2838  -0.621
H: 14.3039 -17.3610 -2.4649  0.244
H: 13.0144 -17.2601 -1.6783  0.336
O: 11.3200 -19.4571 -1.9851  -0.641
H: 10.7113 -18.7324 -1.8421  0.325
H: 11.4065 -19.8708 -1.1262  0.298
O: 9.7292 -11.7860 -6.9441  -0.643
H: 9.6681 -11.0206 -6.3725  0.278
H: 10.6184 -12.1144 -6.8113  0.310
O: 4.4181 -17.0642 -0.9545  -0.655
H: 4.8693 -17.4786 -1.6900  0.381
H: 3.8873 -17.7638 -0.5736  0.280
O: 7.6545 -13.4935 -7.1516  -0.588
H: 7.1882 -12.7192 -7.4669  0.216
H: 8.5691 -13.2168 -7.0962  0.286
O: 9.7207 -15.1190 0.0835  -0.620
H: 9.0305 -14.9939 -0.5677  0.476
H: 10.3074 -14.3732 -0.0423  0.276
O: 9.6284 -17.6640 -0.8609  -0.692
H: 9.3699 -17.0995 -0.1324  0.284
H: 9.4965 -17.1249 -1.6407  0.334
O: 5.9380 -16.4023 -4.0464  -0.493
H: 6.7062 -16.3096 -4.6098  0.388
H: 5.6526 -15.5039 -3.8800  0.193
O: 8.9272 -19.9014 -4.0381  -0.538
H: 9.7177 -19.3915 -3.8610  0.212
H: 8.9266 -20.0211 -4.9878  0.281
O: 10.1644 -16.5302 -8.3903  -0.586
H: 10.7892 -16.7943 -7.7149  0.347
H: 10.2615 -15.5797 -8.4485  0.303
O: 12.2430 -13.5561 -6.6228  -0.643
H: 12.1147 -14.2723 -6.0008  0.336
H: 12.7882 -13.9329 -7.3135  0.302
O: 7.9203 -15.9236 -5.6560  -0.391
H: 8.4413 -16.3893 -6.3101  0.235
H: 7.7244 -15.0792 -6.0620  0.142
O: 4.7801 -13.6492 -6.7934  -0.610
H: 5.6082 -14.0679 -6.5584  0.368
H: 5.0291 -12.9424 -7.3888  0.254
O: 5.8089 -13.6393 -3.9422  -0.449
H: 6.6257 -13.1439 -3.8804  0.202
H: 5.1993 -13.1688 -3.3737  0.262
O: 14.0939 -14.6814 -0.2890  -0.615
H: 14.5666 -13.9861 -0.7466  0.287
H: 13.6849 -15.1931 -0.9870  0.347
O: 3.9355 -17.2935 -5.7722  -0.663
H: 3.9664 -18.2480 -5.7062  0.310
H: 4.5979 -16.9886 -5.1521  0.461
O: 12.1862 -16.9431 -6.5110  -0.589
H: 12.8472 -17.5910 -6.2670  0.248
H: 12.1741 -16.3255 -5.7797  0.376
O: 10.9293 -19.6629 -6.7750  -0.580
H: 11.3944 -18.9545 -7.2200  0.247
H: 11.4940 -19.8949 -6.0378  0.413
O: 5.8235 -18.7823 -2.8334  -0.764
H: 6.0975 -18.0520 -3.3882  0.397
H: 6.6377 -19.2349 -2.6131  0.307
O: 9.5260 -16.6800 -3.4296  -0.110
H: 8.6493 -16.3051 -3.3455  0.066
H: 10.0152 -16.0344 -3.9396  0.188
O: 12.3555 -15.3409 -4.2474  -0.594
H: 12.7030 -15.9431 -3.5895  0.166
H: 12.6585 -14.4775 -3.9663  0.327
O: 14.1378 -13.4259 -3.1860  -0.598
H: 14.5308 -12.6187 -2.8540  0.259
H: 14.8790 -13.9390 -3.5077  0.302

---

Record 3
Below is an isolated ion of composition C14H12BCl4O2S and charge -1, with properties calculated with wB97M-V/def2-TZVPD.

**Charge**: -1
**Highest occupied orbital energy**: -5.296 eV

Each line ends with the Mulliken charge.
Geometry (Å):
Cl: 4.6274 3.2094 2.1659  -0.367
B: 3.8422 1.4828 2.2987  0.716
Cl: 4.5303 0.3453 0.9313  -0.329
Cl: 4.2853 0.6659 3.9350  -0.362
O: 2.4153 1.6825 2.1543  -0.593
C: 1.5478 0.9735 1.3849  -0.553
C: 0.1197 1.1747 1.8563  0.438
C: -0.7208 0.0748 2.0092  -0.271
C: -2.0936 0.2615 2.1502  -0.536
C: -2.6071 1.5648 2.1758  0.344
Cl: -4.3025 1.8127 2.2192  -0.248
C: -1.7382 2.6645 2.2272  -0.531
C: -0.3609 2.4598 2.1174  -0.600
H: 1.8159 -0.0914 1.2806  0.479
H: -0.2786 -0.9228 2.0056  0.364
H: -2.7629 -0.5895 2.2535  0.390
H: -2.1501 3.6582 2.3874  0.388
H: 0.3421 3.2799 2.2370  0.423
C: -1.3048 -3.8687 -3.3767  -0.812
O: -1.7410 -2.4912 -3.3015  -0.419
C: -0.8981 -1.5860 -2.7291  0.878
C: -1.3896 -0.2646 -2.5732  -0.729
C: -0.6553 0.6628 -1.8646  -0.269
C: 0.6167 0.3345 -1.3279  -0.118
S: 1.5584 1.5286 -0.5058  -0.178
C: 1.1180 -0.9740 -1.5220  -0.605
C: 0.3887 -1.9181 -2.2337  -0.303
H: -2.1553 -4.3887 -3.8182  0.229
H: -0.4218 -3.9518 -4.0269  0.323
H: -1.0842 -4.2747 -2.3774  0.346
H: -2.3712 -0.0358 -2.9927  0.366
H: -1.0540 1.6588 -1.6765  0.386
H: 2.0882 -1.2157 -1.0824  0.426
H: 0.7942 -2.9222 -2.3809  0.328

---

Record 4
Below is a 2-piece molecular cluster, C2H4N2O overall, with properties calculated with wB97M-V/def2-TZVPD.

**Energy above the lowest of the compared OMol25 structures with the same formula, charge and spin**: 76.42 kcal per mole
**Highest occupied orbital energy**: -9.185 eV

Each line ends with the Mulliken charge.
Geometry (Å):
C: 0.7225 0.3772 -0.4318  0.083
C: 0.3470 -0.9433 -0.1840  0.464
N: 1.1699 1.1592 0.4121  -0.527
N: -1.5428 -0.3846 0.1061  -0.693
O: 0.6786 -2.0617 -0.0269  -0.360
H: 0.4908 0.6072 -1.5582  0.281
H: 1.5126 2.1376 0.2965  0.272
H: -1.3189 0.3086 0.8221  0.246
H: -2.0598 -1.2003 0.5642  0.234

---

Per-record frontier orbital gap, eV: 6.62 8.73 7.71 9.49